C20H23N3O2S in the gas phase, computed with ωB97M-V/def2-TZVPD.

```
! wB97M-V def2-TZVPD RIJCOSX def2/J DEFGRID3
* xyz 0 1
C -5.12099 -0.29728 0.09634
H -5.37329 0.28048 0.99131
O -4.77774 0.54004 -0.98237
C -3.71393 1.37295 -0.85720
C -2.94951 1.52568 0.29355
C -1.87715 2.41664 0.31886
C -1.56835 3.14910 -0.81722
C -2.33147 3.00134 -1.96552
C -3.39362 2.12433 -1.99141
H -3.99849 1.99863 -2.87475
H -2.09255 3.57787 -2.84627
H -0.73704 3.83770 -0.80363
C -1.04580 2.54881 1.56032
C 0.00577 1.45793 1.74055
O 0.85697 1.52120 2.61012
N -0.09834 0.41480 0.90031
H -0.73970 0.47173 0.12234
C 0.74206 -0.77020 0.98961
C 2.09536 -0.50504 0.40555
N 2.60637 -1.07396 -0.64723
C 3.85413 -0.51794 -0.79248
C 4.84157 -0.75516 -1.74190
C 6.01471 -0.03860 -1.63650
C 6.21721 0.89553 -0.61779
C 5.25175 1.14742 0.33557
C 4.07000 0.43071 0.23766
N 2.92550 0.40840 0.98835
H 2.68051 0.96466 1.79716
H 5.40736 1.86830 1.12398
H 7.15365 1.43198 -0.57714
H 6.80211 -0.19953 -2.35813
H 4.68392 -1.47613 -2.52787
C 0.04118 -1.93155 0.29134
C -1.22147 -2.33716 1.04127
H -0.99967 -3.00012 1.87820
H -1.74098 -1.45717 1.42113
S -2.45018 -3.16129 -0.02224
C -1.55117 -4.68192 -0.42503
H -2.23846 -5.31059 -0.98113
H -0.68530 -4.44640 -1.03618
H -1.25456 -5.17750 0.49505
H -0.20828 -1.62107 -0.72569
H 0.73929 -2.76455 0.21815
H 0.87388 -0.98480 2.06069
H -1.67637 2.50908 2.45310
H -0.52154 3.50615 1.57791
H -3.17975 0.96414 1.18671
H -4.31879 -1.00674 0.32404
H -5.99881 -0.85092 -0.23143
*
```

Its HOMO energy is -8.40 eV. For the energy above the lowest of the compared OMol25 structures with the same formula, charge and spin, the calculation gives 0.0 kJ/mol. As for the SMILES: COc1cccc(CC(=O)N[C@@H](CCSC)c2nc3ccccc3[nH]2)c1. For the HOMO-LUMO gap, the calculation gives 9.1 eV.

2 unconnected molecules or ions with the total composition C5H10 at a distorted geometry, computed with ωB97M-V/def2-TZVPD.

```
! wB97M-V def2-TZVPD RIJCOSX def2/J DEFGRID3
* xyz 0 1
C 0.16026 -1.05173 -1.77628
C -0.01112 -1.22119 -3.06511
H 1.02987 -0.66386 -1.23169
H -0.58205 -1.07318 -0.98333
H 0.76957 -1.35820 -3.80350
H -0.99450 -1.38139 -3.47643
C 0.81992 1.42185 1.18577
C 0.00441 0.52502 2.06760
C -1.14048 -0.05497 1.75124
H 0.68047 2.43552 1.55303
H 1.87221 1.16479 1.18607
H 0.43831 1.35360 0.17027
H 0.27612 0.47179 3.11351
H -1.70929 -0.54252 2.53129
H -1.61370 -0.02553 0.77757
*
```

Its HOMO energy is -9.76 eV. For the energy above the lowest of the compared OMol25 structures with the same formula, charge and spin, the calculation gives 208.4 kJ/mol. As for the SMILES: C=CC.C=C. For the HOMO-LUMO gap, the calculation gives 10.9 eV.

C23H28O7 in the gas phase, computed with ωB97M-V/def2-TZVPD.

```
! wB97M-V def2-TZVPD RIJCOSX def2/J DEFGRID3
* xyz 0 1
C -5.00128 -3.37817 -1.79685
C -4.45255 -3.39374 -0.59808
C -2.97402 -3.40531 -0.35455
H -2.42815 -3.25039 -1.29073
H -2.66266 -4.34457 0.11103
O -2.59900 -2.39549 0.59045
C -2.54008 -1.14500 0.14555
O -2.74658 -0.82026 -0.99783
C -2.22396 -0.20008 1.28973
C -3.42617 0.73814 1.41938
O -4.23218 0.60340 2.29950
C -3.52329 1.76908 0.33173
H -4.33627 2.45584 0.56814
H -3.74237 1.24273 -0.59970
C -2.22019 2.56708 0.15505
O -2.02525 3.28986 1.34530
H -1.13254 3.67176 1.32222
C -2.35275 3.51675 -1.04311
H -1.44790 4.11166 -1.15104
H -2.51940 2.95696 -1.95909
H -3.18848 4.19265 -0.88080
C -1.05581 1.57546 -0.09089
C 0.26289 2.30908 -0.20662
O 0.60391 3.21220 0.52368
O 1.01439 1.82793 -1.18580
C 2.33042 2.36386 -1.31979
C 3.29562 1.33422 -1.81792
C 2.96270 0.14507 -2.27886
H 3.70284 -0.55572 -2.62235
H 1.93550 -0.17000 -2.31903
H 4.32639 1.65997 -1.77946
H 2.29141 3.21057 -2.01907
H 2.65241 2.75213 -0.34501
H -1.22934 1.00561 -1.00471
C -0.93556 0.62576 1.11623
C 0.31609 -0.20923 1.01520
C 1.37472 0.03699 1.87710
C 2.57647 -0.64052 1.76519
C 2.73975 -1.60673 0.77926
C 1.67061 -1.87498 -0.07682
C 0.48776 -1.17786 0.03189
H -0.30075 -1.38194 -0.67415
H 1.80308 -2.63078 -0.83479
O 3.85990 -2.34778 0.56576
C 5.05579 -2.02190 1.24475
C 5.71331 -0.75954 0.69434
H 6.64632 -0.57263 1.21870
H 5.92063 -0.88482 -0.36532
H 5.05872 0.10035 0.81436
H 5.70580 -2.88479 1.07534
H 4.87941 -1.93224 2.32366
H 3.37006 -0.40259 2.45578
H 1.26998 0.78749 2.64777
H -0.85542 1.25602 2.01067
H -2.14614 -0.80389 2.19885
H -5.05566 -3.38088 0.29950
H -6.06898 -3.37208 -1.93024
H -4.40416 -3.37472 -2.69348
*
```

Its HOMO energy is -8.51 eV. For the energy above the lowest of the compared OMol25 structures with the same formula, charge and spin, the calculation gives 0.0 kJ/mol. As for the SMILES: C=CCOC(=O)[C@@H]1C(=O)C[C@@](C)(O)[C@@H](C(=O)OCC=C)[C@@H]1c1ccc(OCC)cc1. For the HOMO-LUMO gap, the calculation gives 9.2 eV.

6 unconnected molecules or ions with the total composition C4H24N3O5 at a distorted geometry, computed with ωB97M-V/def2-TZVPD.

```
! wB97M-V def2-TZVPD RIJCOSX def2/J DEFGRID3
* xyz 1 1
N -0.51727 -2.12027 -1.01720
C -0.35233 -2.02699 0.47542
C -1.03485 -0.72860 1.13202
N -0.49859 0.18210 0.10175
C -1.33780 1.33767 -0.23102
C -1.20304 1.65766 -1.66386
N 0.17397 2.06027 -2.03179
H 0.21012 -2.82671 -1.46218
H -0.31532 -1.21111 -1.50656
H -1.57670 -2.17642 -1.26608
H 0.72258 -1.96876 0.72930
H -0.63797 -2.95002 0.92036
H -0.69338 -0.60617 2.19409
H -2.12430 -0.72529 0.86498
H 0.54322 0.32938 0.16946
H -2.38123 1.17325 0.09574
H -1.10714 2.12073 0.53417
H -1.88975 2.49348 -2.02646
H -1.53628 0.88926 -2.34027
H 0.26948 2.84090 -1.39860
H 0.85737 1.24459 -1.89459
H 3.02010 -2.04386 -1.13200
H 2.08615 -0.96761 -1.05043
O 2.04677 -1.97635 -1.07534
H -4.03875 -1.28014 2.20662
H -3.14671 -0.62865 3.32093
O -3.42617 -0.58760 2.48407
H 4.90657 -1.48558 0.82678
H 4.42174 -0.04598 0.75197
O 4.79248 -0.76583 0.24982
H 3.71516 0.40303 -0.72089
H 3.21743 1.05721 -1.97804
O 2.92975 0.51289 -1.19499
H -2.01980 3.65958 2.59044
H -2.34615 2.25332 2.22216
O -1.72936 2.90663 2.12023
*
```

Its HOMO energy is -11.92 eV. For the energy above the lowest of the compared OMol25 structures with the same formula, charge and spin, the calculation gives 329.0 kJ/mol. For the HOMO-LUMO gap, the calculation gives 9.3 eV.